Computed, not measured: a single C5H10N2O molecule, with ωB97M-V with the def2-TZVPD basis set.

Results
Frontier orbital gap: 7.89 eV
SMILES string: C[C@@H]1C(O)=C(N)[C@H]1N
LUMO level: 0.805 eV
Total energy: -381.19530 hartree

Geometry as XYZ:
```
18
C5H10N2O | OMol25 | ωB97M-V with the def2-TZVPD basis set
C 1.5244 1.2118 0.9984
C 0.7819 0.7673 -0.2496
C -0.6945 0.8637 -0.2631
O -1.4389 1.9040 -0.5737
C -1.0028 -0.4259 0.0577
N -2.1406 -1.0396 0.4399
C 0.3728 -0.9942 -0.0814
N 0.6414 -1.6804 -1.3157
H 1.4661 2.2997 1.1240
H 2.5846 0.9460 0.9386
H 1.1105 0.7449 1.8972
H 1.2834 1.1123 -1.1618
H -2.3553 1.5948 -0.6679
H -2.8170 -0.5623 1.0270
H -2.1361 -2.0452 0.5701
H 0.7828 -1.5260 0.7843
H 1.5818 -2.0551 -1.3839
H 0.4554 -1.1156 -2.1403
```

Computed, not measured: a single C5H10N2O molecule, with ωB97M-V with the def2-TZVPD basis set.

Results
Spin multiplicity: 3
Frontier orbital gap (alpha / beta): 5.49 / 7.57 eV
LUMO level (alpha / beta): 0.793 / -1.670 eV
Total energy: -380.96568 hartree

Geometry as XYZ:
```
18
C5H10N2O | OMol25 | ωB97M-V with the def2-TZVPD basis set
C 1.3980 0.4033 -1.0335
C 0.0240 0.1609 -0.4482
C -0.8475 -0.6542 -1.3769
C -0.6273 1.4377 -0.0520
C -0.0703 -0.8332 1.9054
N 2.3152 -0.1347 -0.3344
N 0.4107 -0.8016 0.5621
O 1.8483 -0.9041 0.6209
H 1.7508 1.0248 -1.7246
H -1.0554 -0.0286 -2.3339
H -1.8654 -0.7227 -0.9112
H -0.3790 -1.6488 -1.6350
H -1.6395 1.3685 0.0981
H -0.7181 2.1173 -0.9340
H -0.1620 1.8322 0.8532
H 0.6121 -0.2153 2.4994
H -1.0770 -0.5912 1.9694
H 0.0822 -1.8104 2.2752
```

Computed, not measured: a molecular structure, C5H10N2O2, with ωB97M-V with the def2-TZVPD basis set.

Results
Frontier orbital gap: 8.18 eV
LUMO level: 0.523 eV
Total energy: -456.44061 hartree

Geometry as XYZ:
```
19
C5H10N2O2 | OMol25 | ωB97M-V with the def2-TZVPD basis set
C -0.4047 -1.0487 2.0778
C 2.0676 -0.3773 -0.5286
N -0.1945 -0.5106 0.7538
C -1.0171 -0.4380 -0.2379
C 0.9659 0.4980 0.0316
N -1.0388 1.8814 -1.0554
C -0.4993 0.5436 -1.1887
O -2.1875 -1.0940 -0.2930
O 1.1923 1.5752 0.5753
H -2.7360 -0.6592 -0.9627
H -0.8476 2.4025 -1.9034
H -0.5307 2.3569 -0.3022
H -0.4634 0.1847 -2.2176
H 0.1982 -1.9464 2.2098
H -1.4533 -1.3028 2.2284
H -0.0898 -0.3021 2.8066
H 2.8287 -0.5505 0.2388
H 1.6764 -1.3415 -0.8574
H 2.5335 0.1289 -1.3751
```

Computed, not measured: a single C5H10N2O2 molecule, with ωB97M-V with the def2-TZVPD basis set.

Results
Frontier orbital gap: 9.86 eV
SMILES string: C=NN(CCO)C(C)=O
LUMO level: 0.593 eV
Total energy: -456.44173 hartree

Geometry as XYZ:
```
19
C5H10N2O2 | OMol25 | ωB97M-V with the def2-TZVPD basis set
C -0.0049 -1.4560 2.3354
N -0.1338 -1.8143 1.1246
N -0.2690 -0.8945 0.0660
C -0.5269 0.4929 0.3512
C 0.6947 1.4330 0.4250
O 0.1862 2.7120 0.7001
C -0.0627 -1.4450 -1.2083
C -0.2903 -0.4518 -2.3670
O 0.2515 -2.6083 -1.3922
H 0.0547 -2.3346 2.9759
H 0.1600 -0.3787 2.7067
H -1.3363 0.8633 -0.3875
H -1.0571 0.4700 1.3326
H 1.2303 1.4270 -0.4930
H 1.3629 1.1459 1.3000
H 0.8264 3.4339 0.6440
H 0.1535 -0.8851 -3.2774
H 0.1445 0.5473 -2.2665
H -1.3840 -0.2572 -2.5699
```

Number 1: largest force on an atom 3.39 eV/Å. Number 2: largest force on an atom 9.87 eV/Å. Number 3: largest force on an atom 2.00 eV/Å. Number 4: largest force on an atom 1.95 eV/Å.